Molecular formula: C30H24F3IrN3O3S2
Method: DFT, ωB97M-V/def2-TZVPD

Last column: Löwdin spin population.
Cartesian coordinates (Å):
H (4.75843, -1.09055, 1.29176)  -0.002
H (-2.16689, -0.74363, 2.56111)  0.002
H (-1.05520, -5.25439, 4.21800)  -0.002
H (0.69983, -3.86146, 3.18999)  0.002
S (1.00067, -1.46508, -1.47798)  0.001
H (-3.90505, -2.13267, 3.59256)  -0.002
C (-1.29584, -4.26405, 3.86048)  -0.006
F (-3.75226, -3.40483, -2.31486)  0.000
C (-2.90113, -2.51736, 3.49710)  -0.006
C (-1.93370, -1.74144, 2.90194)  0.072
H (0.10285, 4.61110, -0.87558)  0.000
H (-0.74182, 5.72609, 3.17866)  0.000
C (1.94390, -1.52110, 3.88682)  0.091
C (-2.54842, -1.52568, -1.35864)  0.000
C (-0.48681, 3.02912, 1.11579)  0.000
C (1.72380, 0.04767, -1.78773)  0.000
C (1.61351, -1.44318, 2.51558)  0.029
H (2.42734, -1.22433, 0.54351)  0.003
C (-3.67103, -2.06979, -2.29051)  0.000
H (-2.41670, 4.26039, 4.27043)  0.000
H (3.48271, -1.47858, 5.35565)  -0.002
O (-1.70718, 0.99735, 1.36125)  0.006
N (0.31832, -1.47441, 2.10726)  0.402
C (1.69946, 0.13057, -6.06376)  0.000
H (1.72393, 3.88047, -0.93715)  0.000
S (3.11824, 0.04418, -2.87377)  0.000
C (1.45288, 0.80102, -4.87171)  0.000
C (-0.27917, 4.31020, 1.65539)  0.000
H (-1.42771, -0.93804, -6.75693)  0.000
C (-0.30731, -3.48600, 3.29876)  0.078
C (-0.61188, -2.21146, 2.77989)  0.030
F (-4.87232, -1.61031, -1.89660)  0.000
H (0.86233, -0.99469, -7.67478)  0.000
C (-1.43502, 2.16550, 1.76543)  0.001
C (0.66333, -0.47772, -6.74739)  0.000
C (0.65506, 3.69055, -1.03188)  0.000
H (3.46168, 1.54395, -4.67790)  0.000
C (3.25407, -1.43199, 4.30046)  -0.007
H (0.46574, 4.94533, 1.20238)  0.000
H (1.14411, -1.61383, 4.60658)  0.002
F (-3.50216, -1.66693, -3.55828)  0.000
C (2.58355, 1.34648, -4.06662)  0.000
C (4.27576, -1.28328, 3.37224)  0.106
H (-3.37245, -4.41154, 4.38470)  0.005
O (-2.16309, -2.25203, -0.42981)  0.000
H (2.70779, 0.06879, -6.44811)  0.000
C (-0.88244, 0.24386, -5.06152)  0.000
C (0.22262, 2.62563, -0.06267)  0.000
O (-2.12404, -0.39248, -1.61380)  -0.004
C (0.15151, 0.86197, -4.38534)  0.000
H (0.47603, 3.33961, -2.04669)  0.000
C (-2.59728, -3.79120, 3.96229)  0.088
C (-0.94294, 4.74686, 2.77417)  0.000
C (3.96940, -1.20440, 2.01889)  -0.007
H (-0.05286, 1.37140, -3.45562)  0.000
N (0.53582, 1.37328, -0.32280)  0.000
H (2.31721, 2.22275, -3.47936)  0.000
N (1.40211, 1.20111, -1.31777)  0.001
Ir (-0.62322, -0.58344, 0.29158)  0.028
C (-0.62509, -0.43592, -6.24028)  0.000
H (-1.88323, 0.27797, -4.65862)  0.000
C (-2.13840, 2.67626, 2.89272)  0.000
C (-1.88714, 3.91836, 3.39437)  0.000
H (-2.86561, 2.01775, 3.34002)  0.000
H (5.29922, -1.21508, 3.70239)  0.006
C (2.66218, -1.26269, 1.59436)  0.086

Output
Max |F|: 3.7 eV/A
E_LUMO (alpha / beta): -1.31 / -2.61 eV
Energy: -2747.8318 Ha
Gap between HOMO and LUMO (alpha / beta): 6.25 / 4.94 eV
Spin multiplicity: 2
<S²>: 0.792
Highest occupied orbital energy (alpha / beta): -7.556 / -7.553 eV

Molecular formula: C4H5IN2
Method: DFT, ωB97M-V/def2-TZVPD

Last column: Löwdin charge in e.
Cartesian coordinates (Å):
H (0.45535, -1.83944, 1.27738)  0.047
C (-0.77706, 2.38488, 0.11764)  0.141
C (-0.58700, 1.22011, 0.35902)  -0.070
H (-0.71130, 3.42542, 0.29782)  0.032
H (0.56173, 0.30459, -1.77491)  0.081
C (-0.27248, -0.16929, 0.19119)  -0.645
N (-0.23255, -1.15732, 1.23212)  0.063
N (-1.22546, -1.19528, 0.08596)  0.082
H (1.08563, -1.43495, -1.34758)  0.055
C (0.95129, -0.36497, -0.91451)  -0.661
I (2.82643, -0.03584, -0.09455)  0.797
H (-2.07457, -1.13790, 0.57043)  0.078

Output
Max |F|: 4.2 eV/A
Relative energy (zero: lowest compared OMol25 entry of this formula, charge and spin): 4.666 eV
E_LUMO: 0.52 eV
Energy: -562.4439 Ha
Gap between HOMO and LUMO: 10.12 eV
Spin multiplicity: 1
Highest occupied orbital energy: -9.599 eV

Molecular formula: C5H4N2O4
Method: DFT, ωB97M-V/def2-TZVPD

Last column: Löwdin charge in e.
Cartesian coordinates (Å):
C (-1.06752, 0.00989, -0.47304)  -0.214
H (2.93517, 0.38223, 1.54422)  0.088
O (1.69161, -2.21250, -0.12908)  -0.197
C (-0.53403, 1.18805, -0.09883)  -0.317
N (1.01910, -1.12516, -0.05654)  -0.205
C (1.62784, 0.19100, 0.34302)  -0.493
N (0.73599, 1.34553, 0.25255)  0.089
H (-2.07516, 0.07124, -1.01483)  0.059
O (2.88352, 0.34723, -1.68426)  -0.042
C (-0.24768, -1.13205, -0.41018)  -0.116
H (-1.27955, 1.97940, -0.11386)  0.059
C (2.94154, 0.29176, -0.44599)  -0.656
H (-0.74406, -2.01426, -0.72725)  0.084
O (3.92398, 0.31239, 0.33986)  -0.069
O (1.91229, 0.11250, 1.70417)  -0.070

Output
Max |F|: 3.2 eV/A
E_LUMO (alpha / beta): 6.97 / 6.97 eV
Energy: -603.2928 Ha
Gap between HOMO and LUMO (alpha / beta): 5.38 / 5.38 eV
Net charge: -2
Spin multiplicity: 1
Highest occupied orbital energy (alpha / beta): 1.590 / 1.589 eV

Molecular formula: C27H34NOPmSi
Method: DFT, ωB97M-V/def2-TZVPD

Last column: Löwdin spin population.
Cartesian coordinates (Å):
H (5.78356, 2.18692, 3.06135)  0.000
C (-0.13744, -0.30097, 2.70325)  -0.004
H (-0.95484, -1.07781, -1.71629)  0.000
C (-1.33558, -0.41477, 1.94521)  -0.005
C (-3.80972, -3.91630, -1.25058)  0.000
H (-0.50439, -3.36677, -4.48531)  0.000
H (-1.09142, 0.99796, -4.93745)  0.000
H (0.40061, -4.46240, -2.67939)  0.000
C (0.36279, 2.39366, -1.42815)  -0.004
C (0.05982, -2.15020, 1.34194)  -0.007
H (4.51360, 5.52436, 3.22765)  0.000
N (-0.47579, -2.83017, -3.62554)  0.000
H (0.58384, -0.40730, -2.48489)  -0.001
H (1.25941, 3.35083, 0.37766)  0.000
C (-0.17399, -3.56365, -2.40208)  0.000
H (-1.99484, -1.95386, 0.44800)  0.000
C (-2.69833, -3.58516, -2.03903)  0.000
C (2.56632, 3.55632, 5.02114)  0.000
C (-0.87239, 1.67157, -1.58926)  -0.007
H (-1.21655, 2.56924, -4.09285)  0.000
H (4.35652, 4.70622, 1.65493)  0.000
H (-3.27420, 1.58637, -2.82421)  0.000
C (-0.52091, -0.54803, -2.59603)  -0.001
H (-3.12108, 0.00214, -2.01497)  0.000
H (0.43876, -3.05744, 0.87275)  0.000
C (2.35267, 1.21221, 1.47536)  -0.014
H (-2.21259, 0.22278, 2.03177)  0.000
H (0.08611, 0.47607, 3.43437)  0.000
Si (3.58228, 3.21921, 3.47859)  0.001
C (-1.22004, -1.55570, 1.10064)  -0.005
C (0.40056, 2.87893, -0.09417)  -0.004
H (1.63327, 4.08433, 4.78117)  0.000
C (-2.36214, -5.09328, 0.29438)  0.000
H (1.72123, -1.55115, 2.72564)  0.000
O (-0.95666, -1.05658, -4.90782)  0.000
H (-4.50241, -4.90613, 0.54299)  0.000
H (2.92432, 5.38983, 2.44295)  0.000
H (5.80991, 3.05329, 4.61825)  0.000
H (2.29702, 2.62550, 5.53726)  0.000
C (5.20199, 2.41651, 3.96307)  0.000
C (3.87155, 4.86471, 2.62669)  0.000
Pm (0.52894, 0.20927, 0.10865)  4.067
H (0.48418, -2.95208, -1.75833)  0.000
C (0.71915, -1.37252, 2.33642)  -0.004
H (-2.82762, -3.03366, -2.97485)  0.000
C (-0.77277, 1.56446, -4.05857)  0.000
C (-0.78764, 2.48006, 0.57254)  -0.004
C (-1.23981, 0.83674, -2.78682)  0.000
C (-1.41654, -3.97718, -1.63560)  0.000
H (-0.25623, -5.13111, -0.24569)  0.000
H (-2.56174, 1.29335, -0.16413)  0.000
C (-1.25934, -4.77392, -0.49760)  0.000
C (2.78411, 2.05807, 2.28901)  0.003
C (-2.75882, 0.61630, -2.85044)  0.000
H (-2.21673, -5.68151, 1.20104)  0.000
H (1.11621, 2.53448, -2.20908)  0.000
H (0.31825, 1.65798, -4.09158)  0.000
H (3.12925, 4.18147, 5.73112)  0.000
C (-0.66930, -1.48758, -3.79549)  0.000
C (-1.58229, 1.73879, -0.35032)  -0.008
C (-3.64016, -4.65737, -0.07753)  0.000
H (-4.80012, -3.58958, -1.56990)  0.000
H (5.01310, 1.46617, 4.47881)  0.000
H (-3.01261, 0.10996, -3.78956)  0.000
H (-1.06231, 2.71816, 1.59894)  0.000

Output
Max |F|: 1.8 eV/A
Relative energy (zero: lowest compared OMol25 entry of this formula, charge and spin): 0.126 eV
E_LUMO (alpha / beta): -0.38 / -0.33 eV
Energy: -2077.0836 Ha
Gap between HOMO and LUMO (alpha / beta): 7.76 / 7.86 eV
Spin multiplicity: 5
<S²>: 6.008
Highest occupied orbital energy (alpha / beta): -8.142 / -8.192 eV

Molecular formula: C41H57BF4N2O4P3SiTa
Method: DFT, ωB97M-V/def2-TZVPD

Last column: Löwdin charge in e.
Cartesian coordinates (Å):
C (1.93418, -3.88054, 1.04079)  -0.106
H (2.66007, 0.68339, 3.25070)  0.048
C (-2.05597, 3.70163, -1.83450)  -0.084
H (2.74540, 1.84255, 1.89729)  0.044
H (2.07618, 1.34135, -4.18600)  0.073
H (-2.14716, -1.82187, -3.15706)  0.095
H (3.40997, -2.18196, -4.59086)  0.126
H (-2.39158, 3.70621, -2.89462)  0.099
H (-3.90858, -0.42474, 3.11722)  0.071
C (-0.98105, -2.70150, -1.09652)  -0.332
H (3.85567, -4.11380, 2.61254)  0.098
H (2.47585, 1.20853, -1.81225)  0.065
H (0.95024, -3.71871, 0.55652)  0.056
H (-3.50979, 4.38663, 1.58913)  0.059
H (-4.29538, 0.80657, 1.88956)  0.055
H (-3.48935, -4.41246, 2.53985)  0.073
H (1.06115, 4.84457, -2.85703)  0.054
H (4.96611, 1.67648, 0.71792)  0.104
C (-3.45848, -3.55369, 3.22083)  -0.086
H (-5.20504, -0.52312, -0.54343)  0.097
F (-1.05095, 0.90627, 3.80380)  0.135
C (1.93840, -1.63359, -3.11973)  -0.074
H (-3.13494, -5.94676, -1.14310)  0.126
H (-2.51493, 2.85587, -1.32882)  0.054
F (0.62548, -0.35978, 2.99826)  -0.292
H (1.82637, -4.74941, 1.73851)  0.102
C (-2.69739, -4.13578, -0.15591)  -0.071
C (3.78694, 0.00840, 1.43843)  -0.483
O (-3.55009, 2.74067, 1.20871)  0.095
N (0.84292, 3.45670, 2.44742)  0.080
C (2.30054, 2.25788, -3.64318)  -0.071
P (-2.13967, -1.76330, 1.31445)  1.038
C (-2.32628, 2.41857, 1.28978)  -0.497
F (-0.46305, -0.64658, 5.28633)  0.273
O (-2.02420, 6.73439, 2.93963)  0.143
H (2.49937, 3.34917, -0.22210)  0.058
C (3.85625, -3.02528, 2.38432)  -0.099
H (-2.28215, -1.83817, 3.71118)  0.103
C (-1.10193, 4.58383, 2.27416)  0.006
H (3.97241, 0.89095, -0.54498)  0.028
C (-2.25301, -2.67261, 2.97210)  -0.528
C (-4.14490, -0.67019, -0.33383)  -0.101
H (-5.53189, -0.40883, 2.30256)  0.116
H (4.72129, -2.86153, 1.72232)  0.072
H (1.71651, 3.05232, -4.10141)  0.059
H (-0.88837, -4.22603, 2.42011)  0.093
C (2.07687, 2.20372, -2.10773)  -0.522
H (-1.88075, 1.38089, -5.98557)  0.120
C (-2.49363, -5.05461, -1.18168)  -0.046
H (3.87219, 3.28895, -1.40104)  0.106
H (4.17478, 1.54506, 2.95804)  0.112
H (4.06472, -2.47597, 3.34148)  0.100
H (1.10475, -1.57011, -3.84613)  0.117
H (-0.93450, -3.86255, 4.21663)  0.110
H (-0.03612, -3.43985, -2.89899)  0.111
H (0.68013, 5.48510, 3.13521)  0.161
H (-3.80128, -1.36672, -1.14685)  0.083
H (1.78794, -2.50559, 2.66109)  0.066
F (1.05456, 1.04587, 4.88922)  0.205
C (-2.09928, -0.31933, -4.68106)  -0.037
C (3.24360, -2.00277, -3.51467)  -0.034
H (1.83233, 3.23018, 2.66145)  0.158
C (-1.74896, -0.87029, -3.47199)  -0.096
H (2.59399, -4.26102, 0.24804)  0.089
H (5.42831, 0.07985, 0.02358)  0.098
C (-2.14669, 5.66644, 2.36893)  -0.445
H (5.22702, -2.58593, -2.82461)  0.129
C (4.22922, -2.20577, -2.54444)  -0.043
H (-0.01256, -2.79628, 3.13112)  0.043
B (-0.01267, 0.29934, 4.48345)  -1.060
C (3.30705, 1.05824, 2.45833)  -0.120
C (1.65681, -1.39972, -1.76127)  -0.289
H (-4.55537, -2.16998, 1.16779)  0.115
P (2.30306, -1.00935, 0.86130)  1.072
C (2.74922, 3.32404, -1.29787)  -0.117
Si (-0.11726, -1.00808, -1.05802)  0.550
C (0.19810, 4.60865, 2.72062)  0.025
C (-0.93891, -3.41597, 3.19422)  -0.114
O (-1.94885, 1.25953, 0.85135)  -0.257
C (-0.48116, 1.10658, -2.89998)  -0.373
H (-0.37383, 2.61073, -4.49677)  0.082
C (-0.73487, 1.64381, -4.18055)  -0.075
C (-0.74428, -3.67249, -2.07913)  -0.078
H (-2.73842, -0.87938, -5.36755)  0.124
C (2.48355, -2.64484, 1.80094)  -0.499
C (3.95021, -1.97985, -1.20394)  -0.086
H (2.43511, 4.29653, -1.67896)  0.059
P (0.30748, 2.05863, -1.54044)  1.133
Ta (-0.38433, 0.14197, 1.23746)  1.570
H (4.72828, -2.08845, -0.41655)  0.118
H (-4.38893, -3.00021, 3.20318)  0.073
H (-3.62825, 0.29388, -0.47839)  0.065
H (4.44156, -0.72537, 1.92567)  0.090
H (-2.50660, 4.58785, -1.37736)  0.092
H (-0.37339, 4.33679, -3.79038)  0.073
C (4.55879, 0.71333, 0.32256)  -0.091
H (-1.19175, -5.70727, -2.80060)  0.130
C (-1.54419, 0.91965, -5.05870)  -0.029
H (-3.37413, -3.99991, 4.26363)  0.125
O (-3.34333, 5.31309, 1.86040)  0.126
C (-1.25260, 3.21802, 1.75160)  -0.124
N (-0.03491, 2.56790, 1.81174)  0.012
C (-1.48272, -4.87669, -2.12794)  -0.026
C (-0.50829, 3.78153, -1.72152)  -0.491
H (-0.50665, 5.70476, -2.67128)  0.121
C (2.70091, -1.49634, -0.84583)  -0.425
H (-3.45021, -4.32429, 0.59336)  0.089
C (-4.42708, -0.25140, 2.16107)  -0.085
H (3.38366, 2.42989, -3.80466)  0.103
C (-0.92309, -0.18943, -2.58951)  -0.301
C (-1.90967, -2.97673, -0.07217)  -0.372
C (-3.96388, -1.23216, 1.07111)  -0.483
H (-0.24667, 4.27451, -0.76018)  0.094
C (-0.00927, 4.70671, -2.80936)  -0.103

Output
Max |F|: 6.0 eV/A
E_LUMO: -7.73 eV
Energy: -3801.6388 Ha
Gap between HOMO and LUMO: 6.40 eV
Net charge: +2
Spin multiplicity: 1
Highest occupied orbital energy: -14.127 eV

Molecular formula: CH5BS
Method: DFT, ωB97M-V/def2-TZVPD

Last column: Löwdin charge in e.
Cartesian coordinates (Å):
H (3.02415, -0.77071, 0.15186)  -0.137
H (-1.70428, 0.28619, 0.78827)  -0.047
C (-1.59061, 0.57296, -0.25473)  -0.005
B (0.72842, -0.58253, 0.10582)  -0.449
H (-1.43676, 1.62837, -0.43032)  -0.040
H (0.71960, -1.38879, 1.02570)  -0.027
H (-1.95770, -0.00484, -1.18351)  0.008
S (2.21718, 0.25935, -0.20310)  0.697

Output
Max |F|: 3.6 eV/A
Relative energy (zero: lowest compared OMol25 entry of this formula, charge and spin): 3.603 eV
E_LUMO (alpha / beta): 0.09 / 0.09 eV
Energy: -464.0022 Ha
Gap between HOMO and LUMO (alpha / beta): 8.25 / 8.25 eV
Spin multiplicity: 1
Highest occupied orbital energy (alpha / beta): -8.162 / -8.163 eV